71
Properties=species:S:1:pos:R:3:lowdin_charge:R:1 method="wB97M-V/def2-TZVPD" multiplicity=1 total_energy_ha=-5603.206655 homo_ev=-12.0 total_charge=+2 gap_ev=1.45 lumo_energy_ha=-0.3887
C 3.9303 0.4372 2.3279 -0.05
C 4.3861 -0.4665 0.9957 -0.21
O 3.4166 -1.5649 0.9121 -0.19
C 4.0087 -2.8152 0.4152 -0.59
Cl 5.2509 -2.6198 -0.9441 0.78
O 2.8733 -3.5905 -0.1889 -0.04
C 1.5805 -2.9776 0.1443 -0.18
O 0.9769 -2.1849 -0.7848 -0.07
C 0.7514 -3.2360 1.5739 -0.06
C -0.7070 -2.4731 1.6180 -0.24
C -1.8984 -3.5245 1.1071 -0.48
Cl -3.4833 -2.9649 1.8946 0.68
C 4.5003 -3.6783 1.7118 -0.10
F 3.9469 -2.9809 2.9224 0.00
F 3.7833 -5.0080 1.6779 0.02
C 6.0966 -4.0118 1.7974 -0.09
F 6.5218 -5.0279 0.7622 0.05
F 6.9820 -2.7879 1.7534 -0.01
C 6.4970 -4.7353 3.2529 -0.13
F 7.9852 -4.9765 3.1463 0.03
F 6.3322 -3.8198 4.4158 0.03
F 5.8878 -6.0733 3.4276 0.09
H 3.3480 -0.3382 3.0206 0.10
H 3.2604 1.3556 2.0490 0.12
H 4.9118 0.7076 2.9182 0.07
H 4.2646 0.2481 0.0506 0.12
H 5.4923 -0.7832 1.2049 0.12
H 1.3824 -2.7837 2.4788 0.13
H 0.5991 -4.3837 1.7719 0.15
H -0.9326 -2.2037 2.7587 0.12
H -0.7363 -1.4520 1.0418 0.10
H -1.9728 -3.5344 -0.0834 0.13
H -1.6123 -4.5880 1.5267 0.11
Na 5.3167 -0.9336 3.9547 0.70
F 2.9167 -6.3512 3.3547 -0.39
C -2.7684 5.8372 0.8491 -0.18
Si -3.4160 4.2018 0.1550 0.37
C -4.6071 4.6244 -1.2302 -0.13
C -4.3718 3.3589 1.5304 -0.14
N -2.0516 3.2682 -0.3898 0.01
Si -2.2621 1.6898 -1.0933 0.37
C -3.2771 1.7247 -2.6689 -0.17
C -3.0403 0.4619 0.0915 -0.15
C -0.5536 1.0200 -1.5468 -0.29
H -3.6001 6.4540 1.2032 0.04
H -2.0889 5.6576 1.6885 0.03
H -2.2281 6.3971 0.0777 0.03
H -5.3121 5.3937 -0.8993 0.07
H -5.1944 3.7553 -1.5363 0.03
H -4.0727 5.0105 -2.1023 0.02
H -3.6958 2.9912 2.3087 0.05
H -4.9624 2.5198 1.1558 0.03
H -5.0664 4.0656 1.9949 0.06
H -4.3375 1.8880 -2.4620 0.05
H -3.1919 0.7681 -3.1945 0.03
H -2.9269 2.5115 -3.3442 -0.04
H -2.5476 0.4938 1.0679 0.04
H -2.9424 -0.5547 -0.3018 0.04
H -4.1061 0.6561 0.2308 0.04
H 0.0787 0.9430 -0.6579 -0.01
H -0.0612 1.6773 -2.2693 -0.05
H -0.6447 0.0252 -1.9921 0.03
Be 1.9879 0.7123 -2.1243 0.52
C -2.6043 3.4252 -6.4631 -1.43
Cl -1.1355 3.7144 -7.4112 0.58
Cl -2.6886 1.7321 -5.9476 0.45
Cl -2.6622 4.5062 -5.0605 0.52
H -3.4699 3.6359 -7.0963 0.02
F -5.2121 -3.0120 -0.1046 -0.39
Al -1.6121 -0.2772 -7.2307 0.85
Cl -5.2121 4.8442 -5.2121 -0.08